# 1
Here is a molecular structure, C49H47F9N2O10S3SiTi at a distorted geometry from the Open Molecules 2025 dataset. Energies are from ωB97M-V/def2-TZVPD.

LUMO level (eV): -0.260
ΔE to the lowest compared entry with this formula, charge and spin (kcal per mole): 0.0
HOMO-LUMO gap (eV): 8.28

The geometry in ORCA input format:
```
! wB97M-V def2-TZVPD RIJCOSX def2/J DEFGRID3
* xyz 0 1
Ti -1.89 0.82 -1.35
O -1.83 1.20 2.24
S -2.52 0.55 1.17
O -3.56 -0.38 1.55
O -3.03 1.53 0.12
O -1.50 -0.16 0.22
C 4.43 4.02 7.03
C 3.77 3.17 5.96
C 4.37 2.00 5.51
C 3.76 1.20 4.56
C 2.53 1.59 4.05
C 1.91 2.75 4.49
C 2.54 3.54 5.44
S 1.67 0.50 2.92
O 1.96 -0.89 3.36
C 2.66 0.89 1.46
C 2.55 2.24 1.03
C 3.17 2.66 -0.10
C 3.92 1.74 -0.89
C 4.56 2.16 -2.08
C 5.27 1.27 -2.84
C 5.33 -0.08 -2.45
C 4.72 -0.51 -1.31
C 4.00 0.39 -0.48
C 3.36 -0.03 0.73
C 3.46 -1.47 1.12
C 4.69 -1.97 1.64
C 5.79 -1.12 1.92
C 6.94 -1.62 2.45
C 7.05 -3.00 2.74
C 6.01 -3.84 2.48
C 4.80 -3.35 1.93
C 3.69 -4.20 1.69
C 2.52 -3.70 1.22
C 2.42 -2.32 0.93
S 0.90 -1.55 0.42
O 1.00 -1.38 -1.09
C -0.26 -2.85 0.72
C -0.85 -3.51 -0.34
C -1.93 -4.35 -0.10
C -2.42 -4.53 1.19
C -3.60 -5.41 1.46
C -1.79 -3.86 2.25
C -0.72 -3.01 2.02
H 5.43 3.65 7.26
H 3.84 4.00 7.95
H 4.50 5.06 6.71
H 5.33 1.70 5.92
H 4.21 0.27 4.22
H 0.92 3.00 4.12
H 2.06 4.44 5.79
H 2.00 2.95 1.65
H 3.11 3.69 -0.41
H 4.49 3.20 -2.37
H 5.77 1.60 -3.74
H 5.88 -0.79 -3.06
H 4.76 -1.56 -1.04
H 5.71 -0.06 1.70
H 7.77 -0.96 2.67
H 7.97 -3.39 3.16
H 6.09 -4.90 2.70
H 3.79 -5.26 1.90
H 1.67 -4.35 1.06
H -0.46 -3.37 -1.35
H -2.41 -4.85 -0.92
H -4.14 -5.64 0.53
H -4.30 -4.94 2.14
H -3.29 -6.36 1.91
H -2.15 -4.00 3.26
H -0.25 -2.46 2.83
O -7.03 0.02 2.79
C -7.45 -1.03 1.94
N -6.72 -1.04 0.69
C -7.25 -0.61 -0.48
O -8.45 -0.52 -0.69
C -6.26 -0.24 -1.55
C -6.66 -0.07 -2.87
C -5.72 0.35 -3.79
C -4.42 0.58 -3.38
N -4.04 0.43 -2.11
C -4.95 0.03 -1.23
H -6.07 -0.01 2.88
H -8.50 -0.86 1.71
H -7.34 -1.99 2.43
H -5.72 -1.09 0.79
H -7.69 -0.27 -3.14
H -5.98 0.50 -4.83
H -3.66 0.91 -4.07
H -4.61 -0.06 -0.21
O 0.23 0.92 -1.62
H 0.62 0.00 -1.49
H 0.86 1.52 -1.18
F -1.68 5.81 -3.26
C -1.74 4.48 -3.41
F -0.61 4.09 -3.98
F -2.74 4.18 -4.25
C -1.99 3.74 -2.06
O -1.92 2.39 -2.33
C -3.40 4.16 -1.46
F -3.36 4.31 -0.14
F -3.83 5.32 -1.99
F -4.30 3.24 -1.76
C -0.86 4.14 -1.05
F 0.34 4.11 -1.64
F -0.81 3.27 -0.03
F -1.04 5.37 -0.56
C -1.84 -1.83 -5.45
Si -0.91 -0.66 -4.34
C -0.99 1.04 -5.11
C 0.90 -1.12 -4.29
C -1.69 -0.82 -2.62
H -1.61 -1.65 -6.51
H -2.92 -1.73 -5.32
H -1.58 -2.87 -5.23
H -0.63 0.99 -6.14
H -0.34 1.73 -4.56
H -1.98 1.50 -5.13
H 1.17 -1.74 -5.14
H 1.14 -1.67 -3.38
H 1.52 -0.23 -4.31
H -1.00 -1.44 -2.04
H -2.61 -1.39 -2.71
*
```

# 2
Here is a single C6H5ClN2O2 molecule at a distorted geometry from the Open Molecules 2025 dataset. Energies are from ωB97M-V/def2-TZVPD.

LUMO level (eV): -0.547
ΔE to the lowest compared entry with this formula, charge and spin (kcal per mole): 94.2
HOMO-LUMO gap (eV): 8.69

The geometry in ORCA input format:
```
! wB97M-V def2-TZVPD RIJCOSX def2/J DEFGRID3
* xyz 0 1
O -1.67 2.08 -0.67
C -1.55 0.97 -0.23
N -2.68 -0.02 -0.35
O -2.74 -0.67 0.96
C -0.29 0.24 0.00
N -0.09 -1.08 -0.08
C 1.16 -1.62 -0.07
C 2.30 -0.79 -0.07
C 2.23 0.64 -0.02
C 0.77 1.04 0.22
Cl 0.51 2.69 0.41
H -3.48 0.49 -0.43
H -1.92 -1.44 0.70
H 1.16 -2.67 -0.18
H 3.36 -1.38 -0.01
H 2.94 1.53 -0.17
*
```

# 3
Here is a molecular structure, C36H42Br2F3NO14S2 at a distorted geometry from the Open Molecules 2025 dataset. Energies are from ωB97M-V/def2-TZVPD.

LUMO level (eV): -0.488
HOMO-LUMO gap (eV): 7.23

The geometry in ORCA input format:
```
! wB97M-V def2-TZVPD RIJCOSX def2/J DEFGRID3
* xyz 0 1
C -3.15 5.35 -5.92
C -2.22 6.19 -5.11
C -2.23 6.26 -3.44
C -1.22 5.06 -2.93
C -1.79 3.70 -2.17
C -0.75 2.48 -1.71
C -1.44 1.16 -0.97
S -2.73 0.44 -2.16
O -2.04 0.46 -3.58
O -4.03 1.28 -2.25
C 0.88 2.62 -2.00
C 1.49 3.97 -2.69
C 0.42 5.17 -3.15
N 2.95 4.26 -2.98
C 3.73 3.02 -3.37
C 4.92 3.25 -4.52
C 5.90 2.07 -5.09
C 5.66 0.54 -4.52
C 4.46 0.30 -3.40
C 4.26 -1.29 -2.93
C 3.50 -2.02 -4.22
C 2.73 -3.41 -3.83
F 2.10 -3.39 -2.48
Br 3.92 -5.03 -3.93
C 1.55 -3.64 -4.98
F 0.24 -3.09 -4.57
F 1.90 -2.96 -6.29
Br 1.35 -5.61 -5.49
C 3.50 1.50 -2.81
S 2.12 1.24 -1.54
H -3.63 4.39 -5.45
H -3.47 5.61 -7.04
H -1.43 6.83 -5.69
H -3.33 5.96 -3.13
H -1.91 7.33 -3.10
H -2.96 3.66 -2.00
H -0.64 0.37 -0.65
H -2.02 1.46 0.03
H -3.13 -0.88 -1.78
H 0.81 6.17 -3.66
H 2.93 4.85 -3.87
H 5.08 4.34 -4.96
H 6.72 2.28 -5.91
H 6.34 -0.33 -4.92
H 3.62 -1.40 -1.95
H 5.34 -1.77 -2.77
H 2.65 -1.25 -4.54
H 4.22 -2.10 -5.15
C -0.28 -4.22 -0.65
C 0.44 -4.78 0.56
C 0.46 -6.28 0.62
O 0.60 -6.52 2.01
C 0.05 -5.45 2.65
O -0.18 -5.40 3.84
O -0.23 -4.44 1.76
H -0.44 -3.14 -0.53
H 0.29 -4.39 -1.56
H -1.27 -4.67 -0.76
H 1.45 -4.36 0.62
H 1.29 -6.71 0.06
H -0.48 -6.74 0.28
C 1.56 -4.34 6.26
C 2.31 -3.19 6.88
C 3.09 -2.36 5.90
O 4.11 -1.81 6.71
C 4.31 -2.69 7.73
O 5.23 -2.64 8.52
O 3.33 -3.65 7.75
H 1.19 -5.02 7.03
H 0.71 -3.98 5.66
H 2.21 -4.94 5.61
H 1.63 -2.57 7.48
H 2.48 -1.57 5.44
H 3.56 -2.95 5.11
C -1.36 1.59 4.08
C -1.31 2.82 3.20
C -1.81 4.07 3.87
O -2.23 4.85 2.77
C -2.57 3.97 1.78
O -3.15 4.28 0.75
O -2.19 2.70 2.10
H -1.18 0.69 3.49
H -0.61 1.64 4.88
H -2.35 1.47 4.54
H -0.30 2.96 2.80
H -1.04 4.58 4.44
H -2.68 3.89 4.52
C -6.66 -0.54 3.09
C -5.26 -0.05 2.78
C -4.74 -0.50 1.45
O -3.34 -0.46 1.65
C -3.14 -0.68 2.99
O -2.05 -0.89 3.50
O -4.32 -0.62 3.68
H -6.91 -0.37 4.14
H -7.40 -0.04 2.46
H -6.75 -1.63 2.93
H -5.22 1.04 2.89
H -5.03 0.17 0.64
H -5.02 -1.53 1.19
*
```

# 4
Here is a molecular structure, C25H15MoN4O12PS2 at a distorted geometry from the Open Molecules 2025 dataset. Energies are from ωB97M-V/def2-TZVPD.

LUMO level (alpha / beta) (eV): -1.251 / -4.209
HOMO-LUMO gap (alpha / beta) (eV): 7.37 / 4.57
⟨S²⟩: 2.039

The geometry in ORCA input format:
```
! wB97M-V def2-TZVPD RIJCOSX def2/J DEFGRID3
* xyz 0 3
Mo 0.96 0.25 -0.47
O 6.78 1.75 0.54
C 5.49 1.52 0.28
C 4.45 2.16 0.96
C 3.15 1.79 0.68
N 2.85 0.82 -0.20
C 3.84 0.28 -0.93
C 5.16 0.59 -0.73
C 3.24 -0.70 -1.93
O 3.89 -1.41 -2.66
O 1.95 -0.64 -1.84
C 1.90 2.38 1.28
O 1.91 3.31 2.04
O 0.86 1.75 0.82
H 6.88 2.36 1.28
H 4.63 2.93 1.69
H 5.94 0.14 -1.32
S 1.44 -4.77 0.99
P 0.40 -3.07 1.06
S 1.71 -1.49 1.18
C -0.69 -3.03 2.52
C -1.72 -3.97 2.57
C -2.60 -3.97 3.63
C -2.44 -3.05 4.65
C -1.39 -2.15 4.63
C -0.51 -2.13 3.56
C -0.63 -2.94 -0.43
C -1.97 -2.57 -0.37
C -2.69 -2.44 -1.54
C -2.07 -2.66 -2.76
C -0.74 -3.04 -2.83
C -0.02 -3.20 -1.66
H -1.81 -4.69 1.76
H -3.41 -4.69 3.65
H -3.15 -3.03 5.47
H -1.26 -1.45 5.44
H 0.31 -1.43 3.53
H -2.43 -2.37 0.59
H -3.73 -2.15 -1.50
H -2.64 -2.51 -3.67
H -0.26 -3.20 -3.78
H 1.01 -3.53 -1.68
O -4.56 5.27 -1.02
N -4.36 4.12 -0.69
O -5.16 3.40 -0.14
C -3.07 3.56 -1.00
C -2.74 2.29 -0.50
C -1.52 1.78 -0.84
C -0.54 2.47 -1.65
O 0.60 1.93 -1.78
C -0.95 3.74 -2.14
C -2.18 4.26 -1.81
N -0.06 4.52 -2.97
O -0.38 5.66 -3.20
O 0.94 3.98 -3.39
N -0.99 0.54 -0.49
O -0.97 0.01 0.67
O -0.73 -0.28 -1.46
H -3.45 1.75 0.11
H -2.46 5.24 -2.18
*
```